Here is a molecular structure, C38H50FeN2P from the Open Molecules 2025 dataset. Energies are from wB97M-V/def2-TZVPD.

Summary:
HOMO level (alpha / beta) = -0.2 / -2.8 eV
gap between HOMO and LUMO (alpha / beta) = 2.16 / 3.06 eV
<S²> = 6.072
relative energy (zero: lowest compared OMol25 entry of this formula, charge and spin) = 32.1 kcal/mol

Structure (ORCA input):
```
! wB97M-V def2-TZVPD RIJCOSX def2/J DEFGRID3
* xyz -1 5
C 6.4852 -0.0685 -6.0413
C 5.3428 -1.0593 -5.8172
C 5.4836 -1.7393 -4.4553
C 5.2857 -2.0950 -6.9442
C 6.3974 -2.9104 -7.1746
C 6.3791 -3.8544 -8.2012
C 5.2510 -3.9706 -9.0163
C 4.1311 -3.1598 -8.8094
C 2.9589 -3.2344 -9.7979
C 2.6794 -4.6603 -10.2809
C 3.2043 -2.3237 -10.9969
C 4.1405 -2.2368 -7.7417
N 2.9993 -1.3620 -7.4960
P 1.5634 -1.7739 -6.6205
H 1.8941 -1.0250 -5.3591
N 0.7826 -0.4586 -7.4304
C -0.6556 -0.2815 -7.5917
C -1.3292 0.6011 -6.7346
C -0.5822 1.3564 -5.6303
C -1.0741 0.9304 -4.2474
C -0.7205 2.8684 -5.8112
C -2.7048 0.7985 -6.8849
C -3.4081 0.1314 -7.8882
C -2.7294 -0.7220 -8.7609
C -1.3523 -0.9267 -8.6355
C -0.6201 -1.7769 -9.6830
C -0.2238 -0.9275 -10.8863
C -1.4414 -2.9825 -10.1480
C 1.6539 0.3564 -8.1315
C 2.9102 -0.1561 -8.1694
H 6.3793 0.4289 -7.0121
H 6.4839 0.7013 -5.2614
H 7.4559 -0.5796 -6.0238
H 4.3995 -0.5041 -5.8272
H 4.6590 -2.4408 -4.2882
H 6.4265 -2.2965 -4.3900
H 5.4653 -0.9891 -3.6573
H 7.2800 -2.8038 -6.5350
H 7.2381 -4.5075 -8.3639
H 5.2433 -4.7062 -9.8257
H 2.0634 -2.8758 -9.2707
H 2.6114 -5.3555 -9.4368
H 1.7271 -4.6937 -10.8261
H 3.4670 -5.0085 -10.9616
H 3.3160 -1.2777 -10.6901
H 4.1289 -2.6260 -11.5088
H 2.3816 -2.3854 -11.7211
H 0.4784 1.0971 -5.7091
H -0.9683 -0.1529 -4.1147
H -0.4954 1.4287 -3.4624
H -2.1335 1.1865 -4.1109
H -0.3556 3.1723 -6.7991
H -1.7698 3.1774 -5.7251
H -0.1368 3.4039 -5.0536
H -3.2246 1.4777 -6.2013
H -4.4863 0.2665 -7.9874
H -3.2825 -1.2372 -9.5515
H 0.2978 -2.1563 -9.2121
H 0.4434 -0.1080 -10.5964
H 0.2812 -1.5299 -11.6525
H -1.1227 -0.4867 -11.3404
H -1.8313 -3.5461 -9.2932
H -2.2841 -2.6673 -10.7767
H -0.8141 -3.6590 -10.7432
H 1.3051 1.2767 -8.5669
H 3.7790 0.2667 -8.6434
C 3.4504 -0.0313 1.1813
C 2.7780 1.1919 1.6498
C 1.4998 1.1654 2.2275
C 0.7764 2.3027 2.8474
C -0.6058 1.9401 3.0073
C -0.7927 0.5940 2.4826
C 0.4711 0.1170 1.9927
Fe 0.0119 1.8112 1.1206
C 0.6625 1.7288 -0.7507
C 0.8436 3.0516 -0.1863
C -0.4501 3.5295 0.2664
C -1.4360 2.4983 -0.0169
C -0.7452 1.3817 -0.6437
H 4.3884 0.2625 0.7005
H 3.7083 -0.7187 2.0011
H 2.8163 -0.5783 0.4717
H 3.3739 2.0908 1.8134
H 1.2934 3.1898 3.2003
H -1.3796 2.5234 3.4937
H -1.7219 0.0328 2.5087
H 0.7296 -0.8638 1.6168
H 1.4380 1.1219 -1.2097
H 1.7825 3.5960 -0.1477
H -0.6454 4.5084 0.6935
H -2.5052 2.5660 0.1585
H -1.1955 0.4705 -1.0262
*
```

---

Here is a single C25H35N5O3 molecule from the Open Molecules 2025 dataset. Energies are from wB97M-V/def2-TZVPD.

Summary:
SMILES = CCN(CC)c1ccc(NC(=O)CN2CCN(CC(=O)Nc3ccc(OC)cc3)CC2)cc1
HOMO level = -7.3 eV
gap between HOMO and LUMO = 7.93 eV
relative energy (zero: lowest compared OMol25 entry of this formula, charge and spin) = 85.0 kcal/mol

Structure (ORCA input):
```
! wB97M-V def2-TZVPD RIJCOSX def2/J DEFGRID3
* xyz 0 1
C -4.2025 1.4802 2.6512
H -4.7075 0.5198 2.5938
H -4.8723 2.2481 2.2723
H -3.3220 1.4393 2.0157
C -3.8091 1.8000 4.0952
N -2.8887 0.8420 4.6684
C -1.6098 0.7161 4.1753
C -0.8137 -0.4060 4.4493
C 0.4815 -0.4982 3.9865
C 1.0476 0.5166 3.2230
C 0.2717 1.6323 2.9323
C -1.0229 1.7252 3.3966
H -1.5736 2.6181 3.1530
H 0.6890 2.4338 2.3464
N 2.3697 0.3525 2.7755
C 3.1466 1.2100 2.0668
O 2.8015 2.3191 1.7069
C 4.5279 0.6331 1.7237
N 4.6777 0.0719 0.3963
C 4.8229 1.0079 -0.7053
C 3.4823 1.4871 -1.2795
N 2.6148 0.3855 -1.6752
C 2.9894 -0.2805 -2.9086
C 1.7776 -0.9467 -3.5695
O 1.8946 -1.8909 -4.3216
N 0.6218 -0.3313 -3.2293
C -0.6882 -0.6188 -3.6181
C -0.9970 -1.5826 -4.5693
C -2.3129 -1.8208 -4.9272
C -3.3444 -1.0985 -4.3399
C -3.0331 -0.1318 -3.3823
C -1.7243 0.1046 -3.0269
H -1.4949 0.8561 -2.2850
H -3.8402 0.4231 -2.9311
O -4.6719 -1.2520 -4.6209
C -5.0439 -2.2023 -5.5881
H -6.1297 -2.1480 -5.6527
H -4.6120 -1.9709 -6.5673
H -4.7502 -3.2149 -5.2923
H -2.5151 -2.5758 -5.6701
H -0.2032 -2.1478 -5.0282
H 0.7424 0.4116 -2.5459
H 3.3569 0.4700 -3.6154
H 3.7723 -1.0437 -2.8031
C 2.4373 -0.5302 -0.5547
C 3.7726 -1.0070 0.0437
H 3.5874 -1.6257 0.9240
H 4.2929 -1.6287 -0.6944
H 1.8571 -1.3923 -0.8922
H 1.8547 0.0013 0.2038
H 3.6545 2.1295 -2.1454
H 2.9502 2.0670 -0.5214
H 5.4081 1.8638 -0.3678
H 5.3902 0.4901 -1.4883
H 5.2543 1.4442 1.8168
H 4.7941 -0.1522 2.4412
H 2.7829 -0.5305 3.0425
H 1.0620 -1.3815 4.2190
H -1.1986 -1.2314 5.0248
C -3.4354 -0.1258 5.5892
C -4.0831 -1.3387 4.9143
H -4.9695 -1.0404 4.3605
H -3.3874 -1.8076 4.2232
H -4.3775 -2.0677 5.6652
H -2.6408 -0.4553 6.2630
H -4.1853 0.3824 6.2043
H -4.7068 1.8099 4.7172
H -3.3732 2.8039 4.1433
*
```

---

Here is a molecular structure, C19H41AlBeBrF9N2O8P2S from the Open Molecules 2025 dataset. Energies are from wB97M-V/def2-TZVPD.

Summary:
HOMO level = -12.8 eV
gap between HOMO and LUMO = 2.39 eV

Structure (ORCA input):
```
! wB97M-V def2-TZVPD RIJCOSX def2/J DEFGRID3
* xyz 2 1
C -1.5757 2.5377 4.9379
C -2.9581 2.9608 4.5544
O -3.6400 3.6436 5.2583
O -3.3949 2.4510 3.3602
C -4.1598 3.3612 2.5566
C -3.4080 3.8162 1.2914
C -1.8975 3.6464 1.3898
C -1.4411 2.1760 1.1860
C -0.6083 2.1022 -0.0935
P -0.5907 0.4733 -0.9417
C -1.2600 -1.1610 -0.3677
C -1.7220 -1.2583 1.0865
N -1.9881 -2.3804 1.5921
P -2.8322 1.0572 -1.8870
O -2.9477 0.3241 -3.2497
Br -4.4285 0.4245 -0.7308
S 1.5482 -0.0540 -0.4650
O 2.4264 1.0739 -0.6243
O 1.8421 -1.1125 -1.3926
C 1.8915 -0.7761 1.2366
F 1.3344 -1.9649 1.3730
F 3.2095 -0.9709 1.1622
C 1.6416 0.1324 2.4875
F 0.4660 -0.1497 3.0222
F 1.7397 1.4152 2.1647
F 2.5668 -0.1490 3.3725
H -1.1813 3.2103 5.6847
H -1.6759 1.5652 5.4193
H -0.9161 2.4011 4.0903
H -5.0443 2.8223 2.2338
H -4.5212 4.2129 3.1177
H -3.6022 4.8755 1.1696
H -3.7922 3.2788 0.4253
H -1.3760 4.3190 0.7128
H -1.5762 3.9539 2.3799
H -2.3385 1.5670 1.1558
H -0.8854 1.9012 2.0726
H 0.3947 2.4847 0.0754
H -1.0753 2.7857 -0.8023
H -0.1597 0.4926 -2.2769
H -0.4396 -1.8649 -0.5177
H -2.0360 -1.4891 -1.0533
H -1.8526 -0.3893 1.7179
H -1.8567 -3.1519 0.9324
H -3.4410 -0.5178 -3.1955
C -1.1574 -6.1221 3.8970
O -0.1777 -7.0880 3.5679
C -0.5445 -7.9274 2.4857
C 0.1501 -7.5139 1.2076
O -0.2884 -6.2318 0.7601
C 0.6137 -5.2002 1.0709
H -0.7001 -5.4091 4.5808
H -1.5134 -5.5901 3.0091
H -2.0081 -6.5928 4.3985
H -1.6293 -7.9335 2.3472
H -0.2285 -8.9437 2.7353
H -0.0974 -8.2328 0.4230
H 1.2343 -7.5223 1.3475
H 1.5000 -5.2513 0.4261
H 0.9261 -5.2298 2.1181
H 0.1004 -4.2519 0.8864
C 4.0594 2.8505 -2.9682
C 5.3674 2.0810 -2.9142
C 6.2348 2.2164 -4.1639
O 5.6802 1.4618 -5.2247
C 4.8506 2.1581 -6.1441
N 5.0379 0.6121 -2.7881
H 3.3583 2.4026 -3.6752
H 3.5794 2.8534 -1.9906
H 4.2248 3.8854 -3.2595
H 5.9297 2.3625 -2.0248
H 7.2192 1.7845 -3.9662
H 6.3878 3.2618 -4.4313
H 5.0957 3.2192 -6.2058
H 3.7793 2.0435 -5.8486
H 4.9802 1.7019 -7.1234
H 4.2907 0.4326 -2.1138
H 5.8572 0.0577 -2.5313
H 4.7443 0.2820 -3.7198
F -7.4889 1.7719 -2.4772
Al -6.3927 2.9724 -2.8435
F -6.6222 3.6272 -4.3410
F -4.8170 2.1749 -2.8222
F -6.3317 4.1140 -1.6284
Be 2.3576 0.6370 -5.6770
*
```

---

Here is 2 unconnected molecules or ions with the total composition C4H12N2O2 from the Open Molecules 2025 dataset. Energies are from wB97M-V/def2-TZVPD.

Summary:
HOMO level (alpha / beta) = -14.1 / -14.1 eV
gap between HOMO and LUMO (alpha / beta) = 10.95 / 5.95 eV
<S²> = 0.754
relative energy (zero: lowest compared OMol25 entry of this formula, charge and spin) = 29.9 kcal/mol

Structure (ORCA input):
```
! wB97M-V def2-TZVPD RIJCOSX def2/J DEFGRID3
* xyz 1 2
C -1.0004 1.0373 1.0990
N -1.1460 0.6910 -0.3147
C -1.9042 1.6219 -1.0994
C 0.1544 0.3045 -0.8986
C 0.4643 -1.1561 -0.4502
N -0.2892 -2.1045 -1.0275
O 1.4597 -1.3522 0.2106
H -0.5286 0.2036 1.6089
H -0.5094 1.9904 1.3175
H -2.0149 1.1777 1.4823
H -2.8449 1.8681 -0.6021
H -2.2006 1.0831 -2.0061
H -1.5106 2.5897 -1.4240
H 0.8479 1.0390 -0.4924
H 0.1886 0.2675 -1.9862
H -0.1239 -3.0841 -0.8707
H -1.1278 -1.8518 -1.5178
H 2.8718 0.2572 2.5446
H 1.9361 -0.0384 1.2951
O 2.0886 0.5383 2.0588
*
```

---

Here is a gas-phase ion, C11H13N2 (charge +1) from the Open Molecules 2025 dataset. Energies are from wB97M-V/def2-TZVPD.

Summary:
SMILES = C=CC[C@H]1[C@H]2[NH+]=C3C=CC=CN3[C@@H]12
HOMO level = -13.0 eV
gap between HOMO and LUMO = 9.21 eV
relative energy (zero: lowest compared OMol25 entry of this formula, charge and spin) = 73.8 kcal/mol

Structure (ORCA input):
```
! wB97M-V def2-TZVPD RIJCOSX def2/J DEFGRID3
* xyz 1 1
C -3.0824 -0.4586 -0.5463
C -2.4902 -1.2922 0.4359
C -2.6043 0.7944 -0.7859
C -1.3847 -0.9079 1.0722
C -1.3367 1.0824 -0.1727
C 2.3731 -1.3604 -0.8700
C 2.7774 -1.8753 0.2766
C 1.4762 -0.1653 -1.0119
C 0.6416 1.9654 0.3796
C 0.4246 0.7251 1.2216
C 1.5666 0.8060 0.1362
N -0.8016 0.2500 0.7308
N -0.5444 2.1365 -0.4321
H -4.0779 -0.6425 -0.9170
H -2.9160 -2.3020 0.5840
H -2.9964 1.4394 -1.6002
H -0.9748 -1.5357 1.7936
H 2.7428 -1.9593 -1.7934
H 3.4307 -2.7575 0.4489
H 1.6561 0.5104 -1.8604
H 0.4340 -0.4523 -1.1241
H 0.9770 2.8091 0.7964
H 2.4431 -1.2662 1.1067
H 0.4411 0.4941 2.3179
H 2.6583 0.7966 0.5031
H -0.8332 3.1659 -0.6897
*
```

---

| no. | molecular weight (g/mol) |
| --- | --- |
| 1 | 621.65 |
| 2 | 453.59 |
| 3 | 806.44 |
| 4 | 120.15 |
| 5 | 173.24 |